No. 1
Here is C21H51Br2N3P as an isolated structure in a non-equilibrium geometry from the Open Molecules 2025 dataset. Energies are from the ωB97M-V functional and the def2-TZVPD basis.

Structure (ORCA input):
```
! RIJCOSX wB97M-V def2-TZVPD def2/J DEFGRID3
* xyz 1 1
C -4.105 6.493 1.876
C -4.218 -5.755 -0.993
H -3.583 6.612 4.003
C 6.879 -0.326 -0.250
H -3.838 8.163 3.218
H -1.671 4.248 3.107
H -6.565 4.447 2.353
H -2.858 3.533 0.909
N -3.978 5.051 1.735
H -1.307 0.796 -3.730
H 5.729 -4.224 -0.787
H -2.352 7.283 2.926
N -3.790 -3.426 -0.012
H -2.605 -2.214 -3.011
H -0.857 -2.766 1.597
C 4.287 -2.831 -0.084
H -3.302 -3.821 -2.953
P -0.847 0.522 -2.442
H -3.841 4.380 3.752
H 6.715 -0.885 0.672
H -5.170 6.734 1.913
Br 2.197 3.261 -0.645
H 8.507 -3.306 -0.290
H -1.102 5.664 2.212
H -2.504 5.117 0.278
H -1.856 -3.458 -2.005
H -1.924 0.296 -1.584
H 7.661 -2.369 -3.093
H -6.032 5.575 3.610
H -3.335 -1.602 -0.860
C 7.445 -2.910 -2.168
H 3.952 -3.522 0.691
H 9.470 -3.521 -1.744
H 6.514 0.690 -0.084
C -2.716 4.578 1.208
H 5.091 -0.660 -1.384
C -2.814 -3.062 -2.347
C -4.673 -4.579 -0.122
C 1.343 1.782 -1.397
H -6.245 3.875 3.992
H -1.386 -1.934 0.141
C -3.424 7.164 3.076
H -0.166 -0.689 -2.526
H -5.650 -4.235 -0.472
H 2.894 0.783 -2.333
H 6.360 -3.089 0.395
C -4.465 4.263 2.852
H -4.854 -6.619 -0.797
H -4.706 -2.394 -1.555
H -2.336 -1.805 1.634
H 7.254 -3.941 -2.478
H -3.191 -6.055 -0.781
C -2.531 -3.724 0.644
H 6.503 -0.477 -2.365
C 5.712 -3.173 -0.491
H 3.603 -2.918 -0.931
H 9.117 -1.902 -1.178
C -1.477 4.647 2.112
C 6.146 -0.948 -1.447
H 2.757 0.406 -0.615
C 0.086 1.846 -1.771
Br -0.935 3.433 -1.619
C 2.207 0.597 -1.517
H -4.849 -4.951 0.891
C -1.738 -2.481 1.022
N 6.206 -2.389 -1.608
H -1.888 -4.383 0.040
H 7.951 -0.253 -0.421
H -0.669 4.053 1.674
H -2.752 -4.270 1.563
H -4.304 -5.535 -2.056
C -5.910 4.565 3.217
H -4.405 3.207 2.570
H 4.207 -1.822 0.328
C -3.698 -2.587 -1.183
H 1.679 -0.313 -1.753
C 8.698 -2.902 -1.285
H -3.751 6.963 0.955
*
```

## Properties
- energy (eV) = -176439.0086
- relative energy (zero: lowest compared OMol25 entry of this formula, charge and spin) (eV) = 0.173
- frontier orbital gap (eV) = 6.36

***

No. 2
Here is a 10-piece molecular cluster, C21H51F2N7O19S2 overall in a non-equilibrium geometry from the Open Molecules 2025 dataset. Energies are from the ωB97M-V functional and the def2-TZVPD basis.

Structure (ORCA input):
```
! RIJCOSX wB97M-V def2-TZVPD def2/J DEFGRID3
* xyz 2 1
O -5.596 4.686 1.961
O 2.071 1.659 0.660
H 0.931 4.100 -1.301
H 2.834 -1.683 6.965
O 6.212 -4.748 -0.232
H -5.587 -2.517 5.567
H 4.839 -2.589 0.786
O 0.703 -1.673 -5.336
H 4.951 -2.236 -0.965
H 0.738 0.458 7.059
O 0.250 -5.847 0.505
N -4.905 -2.755 2.633
N -1.433 -1.461 -8.628
H -6.221 -1.312 4.344
N 1.468 4.703 -1.908
C 5.083 -4.298 -0.560
O 1.920 4.829 -4.240
H 3.362 2.678 -2.483
O -3.462 -0.366 -9.307
C 4.567 -2.927 -0.214
H 1.782 2.028 -3.014
H 3.483 -2.955 -0.323
O 3.328 0.998 5.776
O -1.732 -0.130 0.270
O 0.511 -0.280 -0.799
H 2.953 2.430 -4.140
H -3.057 -1.368 -6.131
C 1.895 -1.330 6.540
H 0.705 -2.111 -4.482
H 5.114 -6.953 -1.042
H 2.543 1.713 8.572
N 4.001 -5.150 -1.346
H 2.122 6.033 -0.422
S 0.750 1.536 1.255
H 3.665 -7.083 -1.996
H -4.553 -0.937 -6.966
C -3.352 4.529 2.806
H 3.165 -5.241 -0.788
N -0.371 1.975 0.078
C -2.918 -0.984 -8.407
H -2.873 3.558 2.936
C 4.552 -6.469 -1.841
N -3.992 3.710 0.378
H 3.497 4.904 -0.852
O 2.325 -2.776 -4.456
H 2.997 6.163 -1.915
C -4.457 4.335 1.741
H 3.281 2.988 7.614
O 6.260 6.918 3.501
H -3.986 -2.428 -7.269
H -1.024 -1.379 -7.708
C -5.707 -4.043 2.986
H -5.024 -0.919 5.628
H -0.187 -3.608 2.199
H 0.753 5.399 -2.065
O -3.139 -2.045 4.126
H -3.810 5.027 3.661
H -2.541 5.121 2.382
O -1.430 -4.544 0.911
S -0.602 0.534 -0.378
O 0.477 0.332 2.140
H -5.575 -2.137 2.196
C 2.544 2.787 -3.195
H 1.495 2.706 7.469
O 4.399 5.899 3.660
O 0.530 -4.178 1.911
H 1.076 -2.000 6.802
C 2.474 2.255 7.628
H -0.715 -0.885 -9.044
F -1.301 0.944 -1.671
H -6.089 -4.527 2.088
H 5.073 4.262 3.004
H -5.074 -4.738 3.538
H -4.134 -3.055 2.054
O 2.361 -2.308 -6.625
C 2.676 1.077 6.782
C 2.613 5.441 -1.195
H -5.245 4.500 -1.453
H -2.317 -2.880 -10.026
C 5.582 5.834 3.355
H -4.346 2.764 0.367
H 1.968 -1.210 5.459
C -0.228 -4.906 1.106
C -4.280 4.553 -0.949
H 3.776 -4.603 -2.165
C 1.960 4.147 -3.204
C -4.375 -2.183 3.945
F 0.594 2.821 2.227
H 5.014 -6.264 -2.807
C -5.366 -1.671 4.917
N 1.635 0.005 7.160
H -4.045 5.611 -0.837
C -1.480 -2.830 -9.330
C 1.853 -2.270 -5.497
H -2.987 3.607 0.389
H -0.503 -2.820 -9.814
H -1.591 -3.547 -8.517
C -3.589 -1.431 -7.080
H -6.631 -3.779 3.501
H -3.446 4.207 -1.559
O 5.904 4.687 2.781
H 1.656 -0.082 8.166
*
```

## Properties
- energy (eV) = -99013.8794
- relative energy (zero: lowest compared OMol25 entry of this formula, charge and spin) (eV) = 8.051
- frontier orbital gap (eV) = 2.47

***

No. 3
Here is C21H51F4N2O23P3PtS4 as an isolated structure in a non-equilibrium geometry from the Open Molecules 2025 dataset. Energies are from the ωB97M-V functional and the def2-TZVPD basis.

Structure (ORCA input):
```
! RIJCOSX wB97M-V def2-TZVPD def2/J DEFGRID3
* xyz 0 3
S 4.981 -7.603 -12.870
F 3.667 -7.799 -9.366
H 7.815 -15.675 -13.928
H 4.127 -14.296 -9.490
O 2.367 -8.232 -11.344
H 2.836 -14.269 -10.783
P 11.226 -8.239 -11.294
C 6.964 -3.814 -7.468
H 11.721 -4.951 -10.407
H 12.189 -7.942 -7.896
C 3.078 -14.461 -9.737
H 3.629 -12.192 -17.091
C 6.758 -15.588 -13.676
C 3.034 -12.103 -16.181
O 7.137 -7.948 -6.891
H 7.629 -2.950 -7.474
H 2.246 -12.802 -16.460
P 6.369 -12.981 -14.360
H 3.003 -15.545 -9.653
P 7.619 -6.806 -6.105
H 9.991 -6.696 -3.491
C 12.177 -9.819 -13.132
C 13.325 -9.438 -8.963
H 6.587 -17.504 -12.994
H 6.490 -3.901 -6.490
S 8.043 -13.323 -6.852
O 5.558 -6.292 -13.109
C 8.441 -5.330 -3.212
C 8.372 -12.747 -17.622
H 13.112 -8.456 -14.341
H 13.039 -6.468 -12.220
H 4.284 -6.210 -5.409
H 11.990 -9.518 -15.325
O 7.534 -14.621 -6.625
H 5.680 -6.956 -2.780
H 9.252 -12.108 -17.549
S 3.588 -7.551 -10.968
H 6.202 -3.460 -8.162
H 9.003 -4.647 -2.576
Pt 6.726 -10.381 -9.797
H 7.312 -14.334 -16.582
F 6.215 -8.439 -13.513
H 12.134 -5.607 -13.432
O 9.006 -12.703 -5.882
H 8.339 -4.724 -8.767
O 6.345 -12.432 -12.989
H 5.083 -7.682 -5.123
N 7.970 -12.765 -8.253
C 12.099 -8.592 -8.767
O 8.941 -15.078 -9.153
C 7.618 -5.023 -8.006
H 3.624 -13.535 -14.850
O 8.510 -7.158 -4.803
O 3.890 -8.041 -13.764
O 3.523 -11.952 -8.557
C 8.060 -13.585 -16.322
H 6.969 -5.771 -8.462
F 9.632 -13.064 -10.152
C 0.161 -12.489 -7.602
S 9.343 -13.779 -8.682
H 7.496 -12.185 -17.945
O 11.021 -6.818 -12.198
H 13.082 -10.203 -9.701
H 14.213 -8.975 -9.395
H 5.011 -16.763 -13.537
C 12.157 -8.980 -14.392
C 5.149 -6.620 -4.887
H 6.146 -17.247 -14.764
H 7.753 -4.633 -3.691
C 6.075 -16.891 -13.736
O 3.541 -6.105 -10.994
H 3.535 -11.848 -14.119
O 10.639 -13.622 -8.027
C 5.018 -6.339 -3.388
C 3.855 -12.475 -14.951
H 12.963 -4.221 -11.378
O 9.954 -8.984 -11.102
H 5.272 -5.307 -3.144
O 5.212 -12.331 -15.316
H 11.347 -8.255 -14.320
H 8.686 -13.435 -18.406
C 11.981 -4.691 -11.433
H 13.026 -10.502 -13.115
O 11.926 -7.716 -9.917
H 11.211 -4.004 -11.786
H 2.684 -11.071 -16.204
H 0.126 -13.413 -7.025
H 7.883 -6.003 -2.561
H 9.865 -5.612 -4.862
O 7.702 -12.736 -15.245
H -0.248 -12.706 -8.588
N 4.979 -8.236 -11.284
C 12.110 -5.925 -12.389
O 2.161 -13.778 -8.853
H -0.428 -11.803 -6.993
H 6.731 -15.154 -12.676
H 13.670 -9.969 -8.075
H 11.294 -10.444 -12.999
O 6.088 -14.598 -14.488
H 11.244 -9.227 -8.534
O 6.389 -5.988 -5.391
H 8.929 -14.176 -16.033
C 2.474 -12.554 -8.360
O 12.481 -8.965 -12.045
C 9.281 -6.193 -4.148
O 8.314 -5.663 -6.955
O 1.437 -11.899 -7.857
F 6.713 -12.482 -6.317
H 3.990 -6.437 -3.037
*
```

## Properties
- energy (eV) = -157994.0351
- frontier orbital gap (spin up / spin down) (eV) = 5.91 / 2.49
- expectation value of S² = 2.03

***

No. 4
Here is C21H51LuN9S as an isolated structure from the Open Molecules 2025 dataset. Energies are from the ωB97M-V functional and the def2-TZVPD basis.

Structure (ORCA input):
```
! RIJCOSX wB97M-V def2-TZVPD def2/J DEFGRID3
* xyz 3 1
C -0.729 -3.171 -1.277
H -0.824 -0.627 -3.424
S -0.961 -0.626 2.107
H 0.374 1.399 -3.680
C 3.592 2.083 -2.033
H -3.767 -2.608 4.450
H -2.248 2.528 1.562
H -2.335 3.430 -1.314
H 1.272 3.447 0.743
H 3.263 -1.804 -1.597
C 2.221 -3.102 -0.503
H -1.367 3.870 0.860
H 3.220 3.218 -3.793
N 1.801 1.448 1.155
H -1.591 -3.720 -0.885
N -3.554 -1.209 2.256
H 2.792 -2.580 -3.528
H 3.721 -0.389 0.249
H 3.575 2.923 -1.335
C -1.192 -2.343 -2.483
C 1.232 2.756 1.588
C -0.191 2.608 2.114
H -0.009 -3.921 -1.592
N 0.327 1.833 -2.755
C -1.051 2.384 -2.673
H 1.853 3.164 2.393
H 2.641 1.570 -3.910
H -0.288 1.631 2.591
H -5.425 -1.899 2.954
H 0.559 -2.181 -4.507
C 2.718 2.429 -3.234
H 1.273 -2.324 1.294
N 2.275 -2.035 -1.533
C -1.320 3.015 -1.313
H 3.428 0.112 -1.983
N 3.116 0.852 -1.352
C 3.836 0.654 -0.070
H 1.502 -3.530 -2.840
H 1.387 3.417 -1.856
H -4.516 -1.802 0.517
H -0.632 3.848 -1.156
H 3.494 2.624 0.738
H 1.392 -0.714 -3.968
C -3.507 -1.592 0.863
H 3.791 1.391 1.951
C -3.221 -1.905 5.070
C -1.305 2.805 1.087
N -1.145 2.054 -0.197
C -2.421 -0.977 2.941
C 0.891 -1.625 -3.619
H -1.216 3.147 -3.444
H 2.220 -4.088 -0.977
H -1.770 1.576 -2.850
H 3.120 -3.066 0.114
H -0.370 3.353 2.889
H -1.304 -3.005 -3.349
H -2.914 -2.503 0.748
H 4.630 1.954 -2.366
C -4.879 -0.967 2.801
H -3.074 -0.798 0.239
N -2.394 -1.014 4.274
H -0.963 0.493 4.544
C 3.275 1.586 1.006
H -1.953 1.421 -0.250
Lu 0.646 0.143 -0.724
C 1.009 -2.949 0.431
C 1.904 -2.518 -2.891
H -2.170 -1.910 -2.258
H -0.819 -2.144 0.481
H 0.732 -3.941 0.809
H -4.814 -0.424 3.738
C 1.327 2.933 -2.836
H 1.645 0.823 1.956
H -3.920 -1.354 5.697
H -1.641 -0.198 6.022
N -0.119 -2.296 -0.257
N -0.276 -1.217 -2.797
H -2.563 -2.474 5.727
H 0.992 3.683 -3.565
H -5.444 -0.355 2.095
H -0.454 -1.123 5.087
H 4.908 0.857 -0.181
C -1.297 -0.430 5.016
*
```

## Properties
- energy (eV) = -80450.9428
- relative energy (zero: lowest compared OMol25 entry of this formula, charge and spin) (eV) = 1.324
- frontier orbital gap (eV) = 8.60

***

No. 5
Here is C21H51MnO28S6V as an isolated structure in a non-equilibrium geometry from the Open Molecules 2025 dataset. Energies are from the ωB97M-V functional and the def2-TZVPD basis.

Structure (ORCA input):
```
! RIJCOSX wB97M-V def2-TZVPD def2/J DEFGRID3
* xyz 2 8
C -2.284 4.447 5.155
O -2.597 -2.310 -4.122
C 2.023 2.569 5.103
C -2.879 -3.679 -4.562
H 0.288 1.592 -1.765
C -1.624 -4.525 3.055
O 2.487 -1.841 -1.039
H 1.883 3.375 5.824
C 4.904 -5.180 0.634
C -4.488 -2.659 1.552
C -4.765 -0.919 -2.100
O 2.362 5.759 -4.296
H 4.478 -3.675 -0.922
H 1.629 -5.242 -1.986
S 1.907 5.421 -2.984
H 2.986 2.762 4.630
H 1.922 1.587 5.565
H -7.204 3.684 -2.005
H -2.107 -4.448 -4.569
H 3.248 -4.554 -2.266
H 7.882 -0.079 1.483
O -1.906 0.427 1.642
H -6.819 0.942 -0.469
H 3.008 0.504 2.113
C 4.804 1.139 1.302
H -1.551 0.196 -3.406
O -5.084 -1.522 1.973
H 1.617 1.659 -3.037
O -1.292 4.021 2.660
H 8.789 0.395 0.105
C 4.286 -3.886 0.130
C -6.730 1.544 -1.373
H 1.916 -3.752 -3.154
H 1.099 0.305 0.962
O -2.761 2.189 3.712
C -7.248 2.958 -1.193
H 4.578 1.796 0.462
H -7.257 0.937 -2.109
H -5.166 -0.745 -3.099
O 0.578 5.765 -2.500
H 4.689 -3.062 0.718
C 7.861 0.606 0.635
H 4.366 0.532 3.297
H 3.640 2.025 2.771
O -2.848 1.042 -1.709
O 6.695 -1.632 -0.594
H -0.853 -0.451 -4.991
S 6.453 -0.222 -0.290
S 1.873 -3.145 -0.747
H -3.841 -1.497 -2.090
O -2.484 -5.328 2.756
H -6.865 3.382 -0.264
O -4.984 -3.748 1.824
H -4.938 -3.778 -3.943
H 3.067 5.738 -0.865
H 4.460 -5.567 1.551
C 2.178 -4.347 -2.279
O -4.353 0.397 0.110
H 2.344 3.158 -0.584
C -3.958 -4.120 -3.608
C 3.909 1.023 2.438
S -1.739 3.266 3.810
O 0.311 0.736 1.300
H -5.521 -1.212 -1.371
O -0.812 -1.275 0.995
Mn -1.527 -3.119 0.188
C 1.682 3.208 -1.449
O -0.149 -3.077 -3.926
O -3.472 -2.586 0.848
V -4.039 0.602 2.454
H -3.066 5.065 4.714
H 5.985 -5.137 0.772
S -4.168 0.560 -1.300
H 0.958 1.869 3.232
H -5.860 -1.870 2.420
H 3.075 7.399 -1.744
O -5.374 1.720 -1.757
H 7.758 1.682 0.772
O 2.277 3.805 -2.676
H 0.217 -0.110 -3.547
O -0.405 2.646 4.597
H 4.815 -6.011 -0.067
H 1.827 0.975 -1.460
O 0.486 -3.380 -0.394
H -8.321 2.816 -1.069
O 6.030 0.671 -1.434
H -3.327 -3.649 -5.555
C -0.788 -0.075 1.319
H 5.695 1.668 1.640
H 4.161 6.159 -2.163
C 1.336 1.790 -1.992
O -0.933 -3.847 2.099
O -5.518 1.274 2.522
H 0.974 3.634 3.508
O -1.274 -2.050 -1.830
O 2.868 -3.934 0.355
C 3.149 6.312 -1.788
O 5.318 -0.094 0.935
H -4.078 -5.202 -3.655
H -0.267 -3.422 2.644
H -1.319 4.751 5.560
H -3.957 -3.855 -2.551
H 0.742 3.634 -1.100
O -1.382 -4.261 4.200
H -2.686 3.815 5.948
C 0.858 2.658 3.978
C -0.775 -0.383 -3.906
S -1.087 -2.129 -3.318
*
```

## Properties
- energy (eV) = -201931.9245
- frontier orbital gap (spin up / spin down) (eV) = 5.48 / 5.37
- expectation value of S² = 15.87

***

| no. | M (g/mol) |
| --- | --- |
| 1 | 536.4 |
| 2 | 807.8 |
| 3 | 1191.9 |
| 4 | 636.7 |
| 5 | 1049.9 |